A 11-piece molecular cluster, C21H43Cl20NO3S overall in a non-equilibrium geometry, computed with ωB97M-V/def2-TZVPD.

Last column: Löwdin charge in e.
Geometry (Å):
1 N 6.203 2.643 4.861  -0.02
2 O 4.963 2.355 5.298  -0.14
3 C 3.956 3.298 4.787  -0.37
4 O 4.162 4.306 3.936  0.01
5 O 2.544 3.085 5.243  -0.45
6 S 2.188 1.505 4.655  0.74
7 H 6.890 1.937 5.264  0.08
8 H 6.289 2.492 3.820  0.04
9 H 3.235 1.024 3.835  -0.09
10 Cl 0.020 5.012 2.488  0.53
11 C 1.213 6.095 3.248  -0.66
12 C 0.559 7.118 4.162  -0.66
13 Cl -0.393 8.320 3.255  0.53
14 H 1.790 6.576 2.452  0.07
15 H 1.892 5.461 3.825  0.04
16 H 1.327 7.671 4.711  0.07
17 H -0.103 6.642 4.892  0.07
18 Cl -1.633 1.089 3.949  0.54
19 C -1.587 -0.105 2.628  -0.69
20 C -0.953 -1.417 3.061  -0.64
21 Cl 0.793 -1.250 3.368  0.51
22 H -1.053 0.343 1.784  0.08
23 H -2.623 -0.276 2.321  -0.06
24 H -1.066 -2.163 2.269  0.07
25 H -1.422 -1.811 3.968  0.07
26 Cl 1.101 12.288 0.357  0.53
27 C 0.151 11.176 -0.661  -0.67
28 C 0.567 9.726 -0.469  -0.67
29 Cl 2.194 9.402 -1.117  0.53
30 H 0.260 11.492 -1.703  0.07
31 H -0.897 11.303 -0.375  0.07
32 H -0.124 9.067 -1.003  0.07
33 H 0.560 9.441 0.588  0.03
34 Cl -5.499 2.397 2.557  0.55
35 C -6.449 1.285 1.539  -0.69
36 C -6.033 -0.165 1.731  -0.65
37 Cl -4.406 -0.489 1.083  0.60
38 H -6.340 1.601 0.497  0.02
39 H -7.497 1.412 1.825  0.08
40 H -6.724 -0.824 1.197  0.05
41 H -6.040 -0.450 2.788  0.08
42 Cl -6.525 -3.549 -1.536  0.53
43 C -6.253 -2.441 -2.904  -0.68
44 C -5.434 -1.224 -2.504  -0.63
45 Cl -6.334 -0.136 -1.418  0.60
46 H -7.229 -2.155 -3.308  0.07
47 H -5.721 -3.011 -3.672  -0.04
48 H -5.175 -0.641 -3.393  0.08
49 H -4.504 -1.511 -2.003  0.06
50 Cl -4.373 -3.632 -5.490  0.60
51 C -5.322 -4.745 -6.507  -0.66
52 C -4.906 -6.194 -6.315  -0.68
53 Cl -3.279 -6.518 -6.963  0.54
54 H -5.213 -4.428 -7.549  0.08
55 H -6.370 -4.617 -6.221  0.03
56 H -5.597 -6.853 -6.850  0.01
57 H -4.914 -6.479 -5.258  0.08
58 Cl -8.273 -6.364 -6.979  0.60
59 C -9.222 -7.476 -7.996  -0.64
60 C -8.806 -8.926 -7.805  -0.66
61 Cl -7.179 -9.250 -8.453  0.55
62 H -9.113 -7.160 -9.038  0.07
63 H -10.270 -7.349 -7.711  0.07
64 H -9.497 -9.585 -8.339  0.07
65 H -8.814 -9.211 -6.748  0.07
66 Cl 7.848 -0.665 4.969  0.56
67 C 6.495 -1.318 4.012  -0.63
68 C 6.657 -1.041 2.526  -0.67
69 Cl 6.482 0.689 2.142  0.58
70 H 5.566 -0.892 4.403  0.07
71 H 6.474 -2.397 4.189  0.08
72 H 5.883 -1.571 1.963  0.01
73 H 7.632 -1.373 2.158  -0.03
74 Cl 9.902 -1.570 1.960  0.59
75 C 10.174 -0.462 0.591  -0.63
76 C 10.992 0.755 0.992  -0.66
77 Cl 10.093 1.843 2.078  0.54
78 H 9.198 -0.176 0.187  0.07
79 H 10.705 -1.032 -0.176  0.07
80 H 11.251 1.338 0.103  0.07
81 H 11.922 0.468 1.493  0.07
82 Cl 3.190 -1.681 0.838  0.55
83 C 3.235 -2.875 -0.484  -0.65
84 C 3.869 -4.187 -0.051  -0.66
85 Cl 5.616 -4.021 0.256  0.55
86 H 3.770 -2.428 -1.327  0.07
87 H 2.199 -3.046 -0.791  0.07
88 H 3.756 -4.934 -0.842  0.07
89 H 3.401 -4.581 0.857  0.07

As for the structure (SMILES): NOC(=O)OS.ClCCCl.ClCCCl.ClCCCl.ClCCCl.ClCCCl.ClCCCl.ClCCCl.ClCCCl.ClCCCl.ClCCCl. Its LUMO energy is 0.2 eV. The HOMO-LUMO gap comes out at 8.99 eV. For the electronic energy, the calculation gives -291388.472 eV. As for the multiplicity: 1.

A 3-piece molecular cluster, C21H43N2O10P overall in a non-equilibrium geometry, computed with ωB97M-V/def2-TZVPD.

Last column: Löwdin charge in e.
Geometry (Å):
1 C 0.192 -4.877 -0.108  0.05
2 C -0.854 -4.063 -0.639  -0.03
3 C -2.138 -3.083 -1.075  -0.23
4 N -2.784 -2.830 0.294  0.02
5 C -3.727 -3.994 0.503  -0.24
6 O -3.764 -4.782 1.580  0.03
7 C -4.574 -4.023 -0.905  -0.29
8 C -5.475 -2.638 -0.862  -0.16
9 O -5.950 -2.418 0.516  -0.25
10 C -5.810 -1.012 0.925  -0.10
11 P -5.664 -5.594 -0.959  0.75
12 N -6.583 -5.745 0.398  -0.19
13 O -4.724 -7.096 -1.039  -0.25
14 O -6.721 -5.504 -2.342  -0.24
15 C -3.324 -3.850 -1.952  -0.25
16 C -2.911 -5.109 -2.918  -0.09
17 H 0.938 -5.318 0.713  0.06
18 H -1.778 -2.038 -1.524  0.16
19 H -3.143 -1.865 0.469  0.11
20 H -6.399 -2.695 -1.584  0.15
21 H -4.740 -1.766 -1.216  0.13
22 H -4.862 -0.801 1.609  0.10
23 H -5.798 -0.278 -0.016  0.11
24 H -6.778 -0.700 1.538  0.11
25 H -6.383 -4.948 1.061  -0.01
26 H -5.436 -7.809 -0.920  0.09
27 H -6.203 -5.685 -3.198  0.08
28 H -3.625 -3.004 -2.708  0.14
29 H -3.885 -5.691 -3.289  0.07
30 H -2.354 -4.789 -3.920  0.10
31 H -2.239 -5.930 -2.375  0.10
32 C -0.264 3.107 4.543  -0.11
33 O -0.160 1.810 3.981  -0.21
34 C -1.422 1.152 3.863  -0.18
35 C -1.473 0.307 2.587  -0.17
36 O -1.589 1.071 1.380  -0.14
37 C -0.428 1.817 0.984  -0.17
38 C 0.749 0.950 0.531  -0.18
39 O 1.388 0.343 1.653  -0.21
40 C 1.904 -0.945 1.362  -0.10
41 H -0.493 3.041 5.608  0.09
42 H 0.699 3.612 4.415  0.09
43 H -1.025 3.701 4.024  0.09
44 H -2.247 1.878 3.849  0.12
45 H -1.537 0.505 4.739  0.13
46 H -2.383 -0.304 2.630  0.11
47 H -0.640 -0.395 2.528  0.12
48 H -0.139 2.527 1.762  0.11
49 H -0.751 2.419 0.126  0.13
50 H 1.495 1.575 0.029  0.11
51 H 0.389 0.192 -0.176  0.12
52 H 1.141 -1.580 0.906  0.07
53 H 2.211 -1.411 2.302  0.09
54 H 2.773 -0.864 0.704  0.09
55 C 8.559 4.174 -1.892  -0.11
56 O 7.248 4.704 -1.800  -0.21
57 C 6.542 4.663 -3.040  -0.19
58 C 5.058 4.362 -2.808  -0.17
59 O 4.785 3.005 -2.434  -0.13
60 C 5.196 2.612 -1.116  -0.17
61 C 4.396 3.269 0.011  -0.19
62 O 4.788 4.631 0.178  -0.21
63 C 3.715 5.468 0.576  -0.11
64 H 9.205 4.856 -2.450  0.09
65 H 8.953 4.057 -0.878  0.09
66 H 8.552 3.185 -2.364  0.09
67 H 6.964 3.901 -3.711  0.12
68 H 6.650 5.645 -3.511  0.12
69 H 4.536 4.510 -3.761  0.13
70 H 4.606 5.061 -2.104  0.11
71 H 6.272 2.747 -0.988  0.11
72 H 5.016 1.531 -1.069  0.12
73 H 4.599 2.753 0.956  0.13
74 H 3.325 3.191 -0.212  0.11
75 H 2.855 5.345 -0.087  0.08
76 H 4.047 6.506 0.506  0.09
77 H 3.431 5.252 1.609  0.09

As for the structure (SMILES): C#C[C@@H]1NC(=O)[C@](COC)(P(=N)(O)O)[C@@H]1C.COCCOCCOC.COCCOCCOC. Its LUMO energy is 0.0 eV. The HOMO-LUMO gap comes out at 8.46 eV. For the electronic energy, the calculation gives -55205.395 eV. As for the multiplicity: 1.

C21H43N2O2Tb as an isolated structure in a non-equilibrium geometry, computed with ωB97M-V/def2-TZVPD.

Last column: Löwdin charge in e.
Geometry (Å):
1 C 4.808 -1.210 3.584  -0.03
2 C 4.854 -0.330 2.268  -0.24
3 O 4.311 -1.143 1.215  -0.17
4 C 4.955 -0.911 -0.021  -0.22
5 C 5.025 0.592 -0.447  -0.17
6 C 3.627 1.306 -0.501  -0.17
7 C 2.382 0.267 -0.716  -0.31
8 C 1.027 1.106 -1.062  -0.15
9 C -0.303 0.203 -1.074  -0.37
10 C -1.435 1.067 -1.734  -0.13
11 C -1.608 2.526 -1.159  -0.15
12 C -3.104 2.846 -0.687  -0.16
13 C -3.137 3.163 0.858  -0.17
14 C -4.453 2.661 1.581  -0.13
15 N -4.119 2.299 2.976  0.33
16 C -0.173 -1.138 -1.937  -0.10
17 C -1.267 -2.234 -1.661  -0.43
18 C -0.669 -3.573 -2.268  -0.03
19 C -2.574 -1.988 -2.514  -0.01
20 N -1.523 -2.515 -0.237  -0.11
21 O -0.688 -3.364 0.253  0.03
22 C -1.678 -1.326 0.621  -0.42
23 C -3.148 -0.725 0.607  -0.01
24 C -1.483 -1.833 2.115  -0.03
25 C -0.598 -0.208 0.416  -0.05
26 H 5.853 -1.477 3.820  0.09
27 H 4.300 -2.165 3.328  0.09
28 H 4.283 -0.682 4.395  0.08
29 H 4.293 0.624 2.421  0.12
30 H 5.909 -0.044 2.063  0.12
31 H 5.994 -1.312 0.072  0.16
32 H 4.496 -1.482 -0.864  0.12
33 H 5.477 0.612 -1.475  0.12
34 H 5.725 1.191 0.171  0.13
35 H 3.673 2.039 -1.400  0.11
36 H 3.449 1.965 0.375  0.14
37 H 2.717 -0.468 -1.549  -0.10
38 H 2.256 -0.332 0.206  0.14
39 H 1.076 1.575 -2.131  0.07
40 H 0.988 1.908 -0.297  0.14
41 H -2.432 0.593 -1.739  0.10
42 H -1.146 1.179 -2.810  0.13
43 H -1.419 3.245 -1.987  0.12
44 H -0.959 2.770 -0.297  0.09
45 H -3.795 2.022 -0.973  0.10
46 H -3.493 3.752 -1.194  0.12
47 H -2.274 2.755 1.429  0.10
48 H -3.074 4.268 0.963  0.13
49 H -4.963 1.810 1.069  0.16
50 H -5.110 3.563 1.683  0.17
51 H -3.273 1.718 3.046  0.15
52 H -4.867 1.748 3.427  0.17
53 H -0.299 -0.838 -3.015  0.11
54 H 0.825 -1.651 -1.881  0.09
55 H -1.303 -4.448 -2.056  0.11
56 H -0.677 -3.406 -3.375  0.10
57 H 0.396 -3.715 -2.000  0.08
58 H -2.308 -1.554 -3.502  0.10
59 H -3.021 -2.980 -2.725  0.11
60 H -3.307 -1.323 -2.024  0.06
61 H -3.553 -0.692 1.645  0.08
62 H -3.820 -1.416 0.057  0.10
63 H -3.183 0.312 0.221  0.04
64 H -0.425 -2.017 2.366  0.09
65 H -2.155 -2.684 2.316  0.11
66 H -1.806 -0.974 2.755  0.08
67 H -0.997 0.709 0.919  0.12
68 H 0.298 -0.506 0.997  0.12
69 Tb 2.623 0.270 -2.929  1.80

Its LUMO energy (alpha / beta) is -9.9 / -12.8 eV. Its expectation value of S² is 16.787. Its total charge is +3. The HOMO-LUMO gap (alpha / beta) comes out at 7.10 / 3.39 eV. For the electronic energy, the calculation gives -51946.685 eV. As for the multiplicity: 8.

Q: The lowest electronic energy belongs to which entry?
A: C21H43Cl20NO3S

Q: What is the formula in the first record?
A: C21H43Cl20NO3S